No. 1
Molecular formula: C8H16Si3
Method: DFT, wB97M-V/def2-TZVPD

```
27
Properties=species:S:1:pos:R:3:forces:R:3:lowdin_spin:R:1
C -2.340152 2.230395 0.332288 -1.77 1.69 6.85 0.408
C -2.088738 1.768200 -0.916997 1.62 -2.48 -4.39 0.431
C -1.663489 1.643385 1.444107 -0.18 3.05 0.07 0.031
C -1.194159 0.752075 -1.091293 0.84 -0.06 -1.80 0.060
C -0.569447 0.771747 1.217287 -1.61 1.47 4.55 0.483
C -0.437293 0.247058 -0.077943 1.42 -2.02 -3.67 0.384
C -1.042812 -3.329878 -0.460909 0.11 -1.03 1.24 0.004
C -0.032109 -2.556121 0.317285 0.94 1.80 2.05 0.031
Si 2.795989 2.097683 -0.014492 0.77 0.45 0.60 0.009
Si 2.710537 -0.245058 0.029095 -0.36 1.07 -0.01 0.021
Si 0.693448 -1.106231 -0.653196 -1.14 -0.18 0.08 0.058
H -3.192156 2.986466 0.354610 1.38 -0.99 0.90 0.016
H -2.534141 2.186901 -1.753099 -0.87 0.80 -1.43 0.026
H -1.735784 2.173866 2.461489 -0.26 -1.22 -1.57 -0.006
H -0.864773 0.404595 -2.084964 -0.93 0.34 0.27 -0.006
H -0.041714 0.405474 2.111094 -0.04 0.09 -0.70 0.024
H -1.334798 -2.973843 -1.390204 -0.36 1.41 -1.75 0.000
H -0.578160 -4.235388 -0.695686 0.40 -1.91 -0.41 0.000
H -1.963215 -3.538380 0.062639 -0.15 -0.11 0.46 0.000
H 0.818810 -3.032652 0.862169 -0.92 -0.65 -0.68 0.003
H -0.566825 -2.040052 1.158916 0.50 -0.18 -0.53 0.005
H 2.826101 2.727936 -1.328319 0.55 -0.02 -0.57 0.002
H 1.414311 2.409533 0.251555 -0.72 0.43 0.81 0.010
H 3.864507 2.826229 0.929993 -1.22 -0.90 -0.91 0.000
H 2.734140 -0.533313 1.435808 -0.10 -0.22 1.09 0.003
H 3.973478 -0.642732 -0.410319 1.58 -0.95 -0.83 0.004
H 0.348445 -1.397902 -2.090914 0.51 0.31 0.28 -0.001
```
Forces are in eV/Å.

- HOMO energy (alpha / beta) (eV) = -4.85 / -9.29
- multiplicity = 3
- DFT total energy (Ha) = -1182.63968
- LUMO energy (alpha / beta) (eV) = 0.699 / -2.899
- molecular weight (g/mol) = 196.47
- charge = 0


No. 2
Molecular formula: C8H17BN2O4
Method: DFT, wB97M-V/def2-TZVPD

```
32
Properties=species:S:1:pos:R:3:forces:R:3:mulliken_charge:R:1
N -0.767093 2.475068 0.974119 0.74 1.24 2.72 -0.923
C -1.141684 1.364490 0.180729 -1.15 -0.70 0.90 2.485
C -1.995299 0.399658 1.060130 0.55 -0.31 -3.09 -0.701
O -2.731233 -0.400348 0.515594 0.23 0.06 1.83 -0.587
O -1.844599 0.650466 2.351929 -1.06 -1.16 1.27 -0.449
C -2.134279 1.878464 -0.867543 -1.38 1.23 1.39 -1.061
C -1.568732 1.530511 -2.174494 0.68 -1.20 -2.24 -0.685
N -0.094692 1.205150 -1.932921 -1.72 1.00 -2.16 -0.594
C 0.039018 0.760809 -0.601571 0.59 -1.49 1.36 -0.267
C 0.104126 -0.756640 -0.574002 0.06 -0.62 1.01 -1.372
C 0.499364 -1.398945 0.804745 -1.25 1.81 -1.22 -0.440
C 1.989329 -1.512377 1.056786 -0.38 1.13 2.04 -0.703
B 2.949895 -2.175580 0.038740 0.16 -0.66 -0.16 0.657
O 3.521493 -3.382542 0.392147 1.47 -1.68 0.03 -0.705
O 3.296005 -1.644655 -1.224777 -0.17 -1.23 1.80 -0.527
H -1.644734 2.760218 1.436590 0.53 0.54 -0.50 0.349
H -0.266474 2.147387 1.837493 -0.04 0.31 -1.29 0.308
H -2.421307 0.025293 2.844190 0.32 0.37 -0.24 0.441
H -3.123919 1.434488 -0.627829 0.56 0.41 -0.77 0.238
H -2.232020 2.969693 -0.746809 0.16 -0.31 0.06 0.381
H -1.737357 2.249651 -3.031883 0.59 -0.45 1.19 0.395
H -2.121821 0.643304 -2.511066 0.62 -0.24 -0.14 0.256
H 0.381730 2.075425 -1.994824 0.46 0.79 -0.35 0.364
H 1.014161 1.068218 -0.201583 -0.32 0.53 0.13 0.342
H -0.837894 -1.127663 -0.883057 -1.33 -0.46 0.01 0.368
H 0.714001 -1.100684 -1.384855 0.98 0.05 -0.23 0.574
H 0.190186 -2.391401 0.816684 -1.13 -1.86 -0.25 0.499
H -0.184438 -0.902288 1.577983 1.76 -0.55 -0.49 0.178
H 2.065595 -1.994323 2.069379 0.32 0.17 -0.91 0.265
H 2.361239 -0.513106 1.226601 0.42 0.66 0.08 0.257
H 3.787981 -4.032489 1.114061 -1.22 2.26 -1.40 0.353
H 3.933454 -2.305252 -1.540683 -0.04 0.36 -0.40 0.302
```
Forces are in eV/Å.

- HOMO energy (eV) = -8.83
- multiplicity = 1
- DFT total energy (Ha) = -750.42068
- LUMO energy (eV) = 0.384
- molecular weight (g/mol) = 216.05
- charge = 0


No. 3
Molecular formula: C8H17BO2
Method: DFT, wB97M-V/def2-TZVPD

```
28
Properties=species:S:1:pos:R:3:forces:R:3:mulliken_charge:R:1
B 1.271810 0.057697 1.389830 0.21 0.44 -1.66 0.870
C 0.395809 0.911963 -2.003451 0.20 -1.42 -0.59 -0.421
C 1.533067 0.175809 -1.306380 -2.73 2.66 3.22 -1.009
C -0.887480 0.100033 -1.652906 -0.56 2.17 1.13 -0.893
C 0.254187 -0.648236 0.488115 0.78 3.31 -2.93 -0.190
C -0.959253 0.158040 -0.041209 -0.25 0.18 0.72 2.076
C 0.299164 -2.100275 0.264178 3.09 -0.73 0.89 -1.521
C -2.264592 -0.480767 0.453538 -0.76 -1.68 -0.76 -1.772
C -0.922334 1.590846 0.661636 0.39 -1.44 -2.18 -1.848
O 1.667087 1.411143 1.366499 -1.46 -1.13 -1.62 -0.610
O 2.003732 -0.801837 2.108864 1.25 -0.90 2.25 -0.643
H 0.348067 1.980499 -1.825925 -0.19 -0.01 0.53 0.326
H 0.571073 0.843184 -3.092605 -0.09 -0.12 0.20 0.393
H 1.882236 -0.622314 -1.817248 0.98 -2.85 -1.30 0.481
H 2.290077 0.766442 -0.823779 0.28 0.20 -0.06 0.315
H -1.825178 0.550415 -2.114590 1.04 -0.63 0.45 0.396
H -0.746744 -0.930487 -2.000964 -0.26 0.17 0.22 0.268
H 0.689716 -2.247082 -0.760973 -0.59 -0.82 0.71 0.225
H -0.615066 -2.511055 0.491341 -2.35 -1.20 -0.35 0.461
H 0.937251 -2.653925 1.050579 -0.34 1.07 -1.47 0.300
H -3.227651 -0.148537 -0.008980 1.00 0.05 0.08 0.351
H -2.477604 -0.590898 1.513893 0.52 0.95 0.48 0.384
H -2.149456 -1.545515 0.237027 -0.60 -0.07 -0.59 0.405
H -1.835829 2.106523 0.415866 -0.32 0.37 0.12 0.465
H -0.038481 2.121350 0.320367 -0.39 0.36 0.13 0.407
H -0.808454 1.380158 1.711900 -0.32 0.26 0.39 0.318
H 2.030378 1.532472 2.197495 1.49 1.10 2.47 0.200
H 2.584467 -0.405647 2.777883 -0.01 -0.29 -0.48 0.266
```
Forces are in eV/Å.

- HOMO energy (eV) = -7.90
- multiplicity = 1
- DFT total energy (Ha) = -490.32519
- LUMO energy (eV) = 0.372
- molecular weight (g/mol) = 156.03
- charge = 0


No. 4
Molecular formula: C8H17ClOP
Method: DFT, wB97M-V/def2-TZVPD

```
28
Properties=species:S:1:pos:R:3:forces:R:3:mulliken_charge:R:1
C 1.448788 1.080229 1.250064 -1.02 -0.31 -1.13 -0.725
C 2.069201 -0.312977 0.638883 0.28 0.81 -0.63 0.042
C 3.437476 0.100962 -0.201787 -0.23 0.61 0.87 -1.059
C 1.048687 -1.037194 -0.468597 1.32 -0.64 0.67 -0.493
C -0.323680 -1.586426 0.240153 0.81 -1.49 -0.33 -0.659
P -1.920711 -0.668414 -0.261867 -0.26 -0.26 2.10 0.431
C -3.084660 -0.725500 1.299169 0.83 0.41 0.18 -1.010
C -1.698050 1.183497 -0.672205 -0.87 1.66 -1.00 -0.507
C -1.273234 1.507420 -2.222469 5.95 1.15 -2.88 0.329
O -0.036528 1.716955 -2.683384 -8.63 -1.62 3.67 -0.410
Cl -2.706425 1.640880 -3.448750 1.98 -0.33 2.05 -0.129
H 1.197904 1.784332 0.322874 0.72 -1.33 1.92 0.139
H 2.161222 1.662538 1.974178 -1.46 -1.38 -1.33 0.392
H 0.390818 0.836841 1.745625 2.32 0.63 -0.63 0.105
H 2.281086 -1.049465 1.538620 -0.36 1.33 -1.99 0.283
H 3.079194 0.855790 -1.038365 0.91 -1.75 1.47 0.265
H 4.165001 0.723312 0.510491 -1.59 -1.48 -1.52 0.322
H 4.032254 -0.822289 -0.618953 -1.35 1.89 0.69 0.324
H 0.881592 -0.375497 -1.419561 0.19 -1.05 1.96 0.177
H 1.650037 -1.998180 -0.838620 -1.43 2.08 0.74 0.372
H -0.202145 -1.675219 1.424365 -0.53 0.61 -2.58 0.379
H -0.457417 -2.714308 -0.127217 -0.09 2.47 0.75 0.403
H -2.654309 -1.406641 -1.298063 0.91 0.99 0.66 0.220
H -3.224549 -1.840092 1.625855 0.07 2.14 -0.83 0.369
H -4.075288 -0.148444 1.063257 1.88 -1.29 0.57 0.381
H -2.457572 -0.189927 2.152684 -1.45 -0.99 -1.80 0.351
H -0.961505 1.767959 0.023762 -1.12 -1.61 -1.22 0.247
H -2.767185 1.689856 -0.510142 2.22 -1.26 -0.44 0.463
```
Forces are in eV/Å.

- HOMO energy (eV) = -14.35
- multiplicity = 1
- DFT total energy (Ha) = -1191.39626
- LUMO energy (eV) = -4.128
- molecular weight (g/mol) = 195.65
- charge = +1